--- one ---
Here is a 3-piece molecular cluster, C3H11O3 overall from the Open Molecules 2025 dataset. Energies are from ωB97M-V/def2-TZVPD.

```
17
Properties=species:S:1:pos:R:3
C -1.81123 0.33918 0.13365
O -1.30957 -0.98433 0.32008
C -0.74267 1.19909 -0.56543
C 0.35038 1.61450 0.45082
H -2.03481 0.67653 1.14869
H -2.70328 0.27969 -0.50754
H -1.15426 2.07942 -1.05518
H -0.27986 0.54636 -1.30009
H 1.31895 1.31165 0.04071
H 0.31079 1.07370 1.39321
H 0.35996 2.69259 0.62411
H 1.77002 -1.65761 -0.05949
H 2.19510 -2.39829 1.41419
O 2.49600 -1.73243 0.79251
H -0.58420 -1.13347 -0.32886
H 0.87984 -2.40889 -1.40275
O 0.93882 -1.49768 -1.09864
```

Values from the calculation:
LUMO level: 4.119 eV
charge: -1
frontier orbital gap: 0.310 Ha
HOMO energy: -4.31 eV

***

--- two ---
Here is a 3-piece molecular cluster, C3H11O3 overall from the Open Molecules 2025 dataset. Energies are from ωB97M-V/def2-TZVPD.

```
17
Properties=species:S:1:pos:R:3
C -0.16147 -0.01467 -0.45423
O 0.64607 0.95361 0.06584
C -1.15542 -0.61441 0.56169
C -1.67945 -2.02979 0.20480
H 0.40191 -0.89303 -0.85742
H -0.78184 0.37385 -1.28927
H -2.05549 -0.00523 0.60152
H -0.74317 -0.66069 1.55418
H -2.05768 -2.46917 1.13342
H -0.94778 -2.67696 -0.25810
H -2.52478 -1.99410 -0.47936
H 2.99946 1.21229 1.06770
H 1.80143 0.36310 1.08265
O 2.72672 0.39055 1.50779
H 1.34751 2.50966 -2.21374
H 0.96832 2.45481 -0.75928
O 1.21564 3.10020 -1.46817
```

Values from the calculation:
LUMO level: 4.068 eV
charge: -1
frontier orbital gap: 0.288 Ha
HOMO energy: -3.76 eV

***

--- three ---
Here is a 3-piece molecular cluster, C3H11O3 overall from the Open Molecules 2025 dataset. Energies are from ωB97M-V/def2-TZVPD.

```
17
Properties=species:S:1:pos:R:3
C 0.57169 0.01667 -0.76702
O 0.46743 -0.38624 0.52278
C -0.62577 0.99600 -1.15075
C -0.24512 1.95193 -2.32868
H 0.56620 -0.84787 -1.45916
H 1.50949 0.63929 -0.87542
H -0.84381 1.61022 -0.27603
H -1.49514 0.34531 -1.23994
H -0.34518 3.02047 -2.18162
H -1.06454 1.72759 -3.02126
H 0.76054 1.74215 -2.66994
H 1.68070 -2.44404 1.40169
H 0.53636 -2.17843 0.70178
O 0.99476 -3.01686 1.00873
H -1.09418 1.32012 1.94190
H -0.59158 -0.03004 1.92256
O -1.19561 0.52767 2.47572
```

Values from the calculation:
LUMO level: 4.030 eV
charge: -1
frontier orbital gap: 0.280 Ha
HOMO energy: -3.60 eV

***

We find two to be the most stable, with the next structure 0.0071 hartree higher.

***

--- one ---
Here is a 2-piece molecular cluster, C4H6ClFO overall from the Open Molecules 2025 dataset. Energies are from ωB97M-V/def2-TZVPD.

```
13
Properties=species:S:1:pos:R:3
C 1.02681 0.99602 -0.95739
C 0.59957 -0.22527 1.37420
C -1.44490 -0.29039 -0.42024
C -0.07410 -0.58202 0.02040
O 1.66636 1.81204 -0.39173
F 0.54799 -1.58999 -0.66083
Cl 0.82531 0.94613 -2.68131
H 1.56427 -0.55217 1.34465
H 0.50030 0.81455 1.68793
H 0.02203 -0.86487 2.18758
H -2.11425 -0.69499 0.33085
H -1.51251 -0.49658 -1.50528
H -1.60689 0.72755 -0.32883
```

Values from the calculation:
LUMO level: 0.512 eV
frontier orbital gap: 0.336 Ha
HOMO energy: -8.63 eV

***

--- two ---
Here is the molecule C4H6ClFO from the Open Molecules 2025 dataset. Energies are from ωB97M-V/def2-TZVPD.

```
13
Properties=species:S:1:pos:R:3
F -1.00615 1.36174 -0.76884
C -0.14863 0.66312 -1.57268
C 0.82674 -0.11475 -0.73686
O 0.23623 -1.19342 -0.13464
C -0.35054 -1.10786 1.05849
C -0.48767 -0.12847 1.92769
Cl 0.12953 1.52096 1.85985
H 0.43052 1.38136 -2.14998
H -0.68437 -0.03446 -2.21186
H 1.51312 -0.57938 -1.46813
H 1.30935 0.56032 -0.03091
H -0.78148 -2.05707 1.34846
H -0.98664 -0.27209 2.87941
```

Values from the calculation:
LUMO level: 0.874 eV
frontier orbital gap: 0.358 Ha
HOMO energy: -8.86 eV
SMILES: FCCO/C=C\Cl

***

We find two to be the most stable, with the next structure 0.0266 hartree higher.

***

--- one ---
Here is a 2-piece molecular cluster, C7H10N2O3 overall from the Open Molecules 2025 dataset. Energies are from ωB97M-V/def2-TZVPD.

```
22
Properties=species:S:1:pos:R:3
N -2.78826 -3.11750 3.26787
C -1.69786 -2.30961 3.15233
O -1.16792 -1.72689 4.08650
N -1.19734 -2.20011 1.82682
C -1.31138 -0.91274 1.13566
C -0.03808 -1.30602 1.72945
H -3.06192 -3.63676 2.46333
H -3.06677 -3.36051 4.20941
H -1.45579 -0.95576 0.02038
H -1.92030 -0.16039 1.62759
H 0.21804 -0.79620 2.65750
H 0.76959 -1.71155 1.06441
C 3.90501 3.07034 -4.23944
C 2.87055 3.08132 -3.61674
C 1.63459 3.01257 -2.82319
O 1.14154 3.91490 -2.20099
O 1.01480 1.84542 -2.95600
C 0.46532 1.19278 -1.83592
H 4.79340 3.12668 -4.83973
H -0.38384 0.60478 -2.25842
H 0.13647 1.91893 -1.05495
H 1.14018 0.42634 -1.41588
```

Values from the calculation:
LUMO level: 0.421 eV
frontier orbital gap: 0.373 Ha
HOMO energy: -9.72 eV
SMILES: NC(=O)N1CC1.C#CC(=O)OC

***

--- two ---
Here is the molecule C7H10N2O3 from the Open Molecules 2025 dataset. Energies are from ωB97M-V/def2-TZVPD.

```
22
Properties=species:S:1:pos:R:3
N -2.19080 1.07051 -0.56670
C -1.72058 -0.10862 -1.02516
O -2.22840 -0.99490 -1.67576
C 0.08178 -0.38102 -0.81339
O 0.37233 -1.33589 -1.72236
C 0.71818 1.02221 -1.13139
O 0.49922 1.66505 -2.38073
N 0.25915 -0.63211 0.54099
C -0.68019 -0.85686 1.49703
C -0.11737 -1.34035 2.64231
C 1.27473 -1.27885 2.34943
C 1.43970 -0.91196 1.03265
H -1.44713 1.72487 -0.16953
H -3.07493 1.44282 -0.80801
H -0.41800 -1.83626 -1.94633
H 1.76191 0.78983 -1.02020
H 0.36151 1.74846 -0.44639
H 0.27933 0.93211 -3.10285
H -1.78493 -0.69406 1.19231
H -0.57176 -1.39938 3.55514
H 1.98862 -1.50000 3.13324
H 2.08919 -0.83130 0.29382
```

Values from the calculation:
LUMO level: 0.589 eV
frontier orbital gap: 0.332 Ha
HOMO energy: -8.45 eV
SMILES: NC(=O)[C@@](O)(CO)n1cccc1

***

--- three ---
Here is a 2-piece molecular cluster, C7H10N2O3 overall from the Open Molecules 2025 dataset. Energies are from ωB97M-V/def2-TZVPD.

```
22
Properties=species:S:1:pos:R:3
C -2.96637 1.13797 0.11461
C -1.63262 0.98602 0.10174
O -1.02005 -0.20808 -0.10181
C -1.90057 -1.30517 0.08729
O -3.08745 -1.13200 -0.60874
C -3.85305 -0.08152 -0.03550
H -3.41608 2.11820 0.22287
H -0.96547 1.82095 0.22529
H -1.38631 -2.18043 -0.31867
H -2.09621 -1.42640 1.18283
H -4.18387 -0.44344 0.97030
H -4.75113 0.12172 -0.65445
O 1.09034 1.47286 0.37330
N 2.08526 0.57208 0.14949
C 3.00624 0.55878 -0.87505
C 3.76767 -0.52972 -0.64481
N 3.33906 -1.20645 0.48168
C 2.31966 -0.51520 0.92133
H 1.23827 2.17258 -0.28442
H 3.00184 1.31652 -1.65527
H 4.56866 -0.90884 -1.22817
H 1.71163 -0.71950 1.80187
```

Values from the calculation:
LUMO level: 0.486 eV
frontier orbital gap: 0.346 Ha
HOMO energy: -8.93 eV
SMILES: C1=COCOC1.On1ccnc1

***

We find two to be the most stable, with the next structure 0.0407 hartree higher.

***

--- one ---
Here is the molecule C7H10N2O3 from the Open Molecules 2025 dataset. Energies are from ωB97M-V/def2-TZVPD.

```
22
Properties=species:S:1:pos:R:3
C 2.45509 1.30059 0.27895
C 1.50144 0.12827 0.13181
C 1.71707 -0.73452 1.33124
N 1.97924 -1.39310 2.27642
C 1.87590 -0.64200 -0.99466
N 2.16399 -1.32236 -1.87891
C -0.04005 0.57515 0.23765
O -0.20834 1.73087 -0.61650
C -1.01510 -0.58935 -0.10113
O -0.91984 -0.76591 -1.53895
C -2.48475 -0.27356 0.27715
O -3.11957 -1.40269 -0.15889
H 2.26420 2.00027 -0.54788
H 3.48232 1.02545 0.46775
H 2.31204 1.84863 1.28400
H -0.02753 0.92576 1.27151
H -0.49240 1.35610 -1.48780
H -0.68041 -1.53714 0.42669
H -1.43844 -1.23622 -2.08993
H -2.71255 0.64415 -0.35482
H -2.67341 -0.04382 1.36287
H -3.93890 -1.59456 0.42342
```

Values from the calculation:
LUMO level: 0.389 eV
frontier orbital gap: 0.399 Ha
HOMO energy: -10.46 eV
SMILES: CC(C#N)(C#N)[C@@H](O)[C@H](O)CO

***

--- two ---
Here is C7H10N2O3 as an isolated structure from the Open Molecules 2025 dataset. Energies are from ωB97M-V/def2-TZVPD.

```
22
Properties=species:S:1:pos:R:3
C 1.79851 -0.69238 0.14539
C -0.28379 -1.69698 0.22442
C -0.86816 -0.41832 0.03260
C -2.47327 -0.44423 0.05014
C -0.10729 0.74569 -0.31858
C -0.90662 2.08884 -0.35546
C 1.26671 0.59259 -0.36574
H 3.66033 -1.35670 1.60858
H 3.67262 -1.58405 -0.60656
H -0.71630 -2.62592 0.50696
H -2.84884 -0.07773 0.96620
H -2.90870 0.09096 -0.76790
H -2.33315 -2.30700 -1.11361
H -0.07009 2.88500 -0.26311
H -1.28072 2.14939 -1.40795
H -0.75413 2.01941 1.48312
H 3.11712 1.12947 -0.23723
N 3.16915 -0.77782 0.36397
N 1.08365 -1.76267 0.08143
O -2.95385 -1.65982 -0.36261
O -1.55040 2.23677 0.92472
O 2.28720 1.46549 -0.58881
```

Values from the calculation:
LUMO level: -0.029 eV
frontier orbital gap: 0.314 Ha
HOMO energy: -8.57 eV

***

--- three ---
Here is the molecule C7H10N2O3 from the Open Molecules 2025 dataset. Energies are from ωB97M-V/def2-TZVPD.

```
22
Properties=species:S:1:pos:R:3
C -3.42119 -1.49197 -0.27677
O -2.31947 -0.97472 0.46939
C -1.91023 0.25195 0.04704
O -2.58035 1.30181 -0.00418
C -0.41712 0.31399 -0.14066
C 0.16237 1.53055 -0.23492
C 1.69642 1.90777 -0.24105
C 2.46760 0.79915 0.36471
N 1.86361 -0.45229 0.18210
N 2.82148 -1.29081 -0.15823
O 2.45286 -2.47052 -0.30313
C 0.28872 -0.82418 0.27395
H -4.16783 -1.72048 0.49646
H -3.03242 -2.34913 -0.75067
H -3.87868 -0.71480 -0.96429
H -0.33784 2.35168 -0.66292
H 1.78043 2.75226 0.40668
H 1.99984 2.21451 -1.18332
H 2.55896 0.89372 1.53726
H 3.46698 0.73030 0.03289
H 0.12839 -0.98504 1.38914
H 0.37748 -1.77374 -0.27948
```

Values from the calculation:
LUMO level: -0.069 eV
frontier orbital gap: 0.334 Ha
HOMO energy: -9.15 eV
SMILES: COC(=O)C1=CCCN(N=O)C1

***

We find one to be the most stable, with the next structure 0.0751 hartree higher.